Below is a structure of composition C47H58BrCl2N2O3PS2Ti in a non-equilibrium geometry, with properties calculated with the ωB97M-V functional and the def2-TZVPD basis.

```
117
Properties=species:S:1:pos:R:3:forces:R:3:mulliken_charge:R:1
Ti -1.1206 0.2990 -1.4789 0.897 2.193 -0.740 -0.551
C -1.4114 0.8905 -5.0225 -0.199 0.156 0.100 -1.376
N -0.9285 1.6986 -3.8847 0.157 -0.177 -0.129 1.640
C -1.7503 2.8912 -3.7152 0.128 -0.162 0.059 -1.732
C -3.0304 2.5435 -3.0161 -0.123 -0.182 0.198 -0.985
N -2.8525 2.1250 -1.5947 0.135 -0.061 0.076 1.420
C -4.1717 1.6156 -1.1418 0.129 0.185 -0.035 -1.354
C -2.4281 3.2784 -0.8019 -0.343 -0.088 -0.103 0.042
C -3.3543 4.2197 -0.3660 -0.094 0.073 0.009 -0.575
C -2.9552 5.3239 0.3733 0.012 -0.049 -0.025 -1.098
C -1.6074 5.4958 0.6639 0.066 -0.059 -0.044 -0.775
C -0.6823 4.5620 0.2217 0.025 0.146 0.098 -0.815
C -1.0808 3.4391 -0.5068 0.216 -0.030 -0.011 0.359
S 0.1313 2.2545 -0.9688 0.037 -0.008 0.112 -0.271
C 0.4748 1.9797 -4.0940 -0.219 0.057 -0.094 -0.613
C 0.9250 3.1670 -4.6481 0.008 0.077 -0.065 -0.520
C 2.2829 3.3621 -4.8851 0.009 0.038 0.011 -0.966
C 3.1882 2.3577 -4.5813 -0.092 -0.159 0.064 -0.714
C 2.7348 1.1686 -4.0109 0.126 0.067 -0.056 -0.518
C 1.3820 0.9764 -3.7556 -0.040 -0.170 -0.014 0.932
S 0.7869 -0.4942 -2.9868 0.093 0.383 0.417 -0.602
H -0.8387 -0.0268 -5.0849 0.094 -0.118 0.026 0.285
H -1.3056 1.4481 -5.9600 -0.002 0.027 -0.019 0.359
H -2.4602 0.6295 -4.8781 0.083 0.006 -0.010 0.427
H -1.9964 3.3497 -4.6775 -0.021 0.092 -0.138 0.569
H -1.1978 3.6175 -3.1307 0.131 0.151 0.098 0.494
H -3.5267 1.7216 -3.5262 -0.074 -0.082 0.007 0.397
H -3.6967 3.4065 -3.0446 -0.159 0.123 0.035 0.709
H -4.9816 2.2509 -1.5055 -0.044 0.067 -0.029 0.629
H -4.2083 1.5798 -0.0598 0.029 -0.013 0.107 0.418
H -4.3212 0.6216 -1.5392 -0.003 -0.169 -0.102 -0.164
H -4.4066 4.0967 -0.6014 0.111 -0.007 0.043 0.389
H -3.6933 6.0370 0.7217 0.058 -0.034 -0.040 0.423
H -1.2763 6.3546 1.2376 -0.015 -0.072 -0.031 0.428
H 0.3722 4.6755 0.4540 -0.093 0.010 -0.011 0.383
H 0.2246 3.9559 -4.9022 0.063 -0.079 0.020 0.375
H 2.6244 4.3038 -5.3042 -0.031 -0.123 0.023 0.394
H 4.2447 2.4963 -4.7815 -0.057 -0.011 0.059 0.417
H 3.4319 0.3792 -3.7398 -0.077 0.137 -0.045 0.428
Cl -4.2278 -6.0217 -3.2767 0.034 0.104 -0.013 -0.222
C -3.6610 -4.3925 -3.0707 -0.200 -0.095 -0.103 0.009
C -4.4106 -3.3343 -3.5817 -0.090 -0.137 -0.074 -0.608
C -3.9808 -2.0396 -3.4149 -0.045 0.209 -0.183 0.767
Cl -4.9297 -0.7508 -4.0859 0.071 -0.064 0.074 -0.180
C -2.7936 -1.7327 -2.7255 0.016 0.471 0.046 -1.001
O -2.4127 -0.4807 -2.5587 -1.141 -1.034 -0.532 0.355
C -2.0702 -2.8240 -2.2126 0.228 -0.049 0.116 0.744
C -0.8965 -2.6074 -1.3931 -0.282 -0.470 -0.529 -0.077
O -0.5109 -1.5170 -1.0077 0.103 -0.605 0.736 0.948
C -2.4971 -4.1413 -2.4002 0.208 -0.213 0.149 -1.360
H -5.3324 -3.5276 -4.1161 0.053 0.008 0.037 0.507
H -0.3092 -3.4826 -1.1126 0.011 -0.198 0.150 0.201
H -1.9144 -4.9595 -1.9863 -0.058 0.101 -0.056 0.517
Br -4.8844 -0.0988 4.1834 -0.063 0.012 0.079 -0.139
C -3.7632 -0.0245 2.6588 0.034 0.116 -0.025 -0.459
C -3.8812 -0.9914 1.6801 0.035 -0.025 -0.125 -0.914
C -3.0442 -0.9224 0.5685 0.033 0.031 0.081 -0.394
C -2.1014 0.0932 0.3891 -0.055 -0.176 0.325 2.372
C -1.9935 1.0234 1.4290 -0.060 -0.105 0.151 0.520
C -2.8142 0.9802 2.5519 -0.009 0.011 -0.119 -0.662
H -4.6125 -1.7849 1.7758 0.038 0.021 0.010 0.504
H -3.1607 -1.7085 -0.1676 -0.053 -0.013 -0.071 0.140
H -1.2385 1.7921 1.3959 0.092 0.070 -0.057 -0.445
H -2.7054 1.7196 3.3375 -0.020 -0.049 -0.035 0.404
O 0.7881 -0.1385 0.9967 0.564 -0.314 0.539 0.143
P 1.6833 -0.9103 1.9317 -0.584 0.615 -0.696 -0.376
C 2.7134 -2.0963 0.9998 0.285 -0.082 -0.042 0.675
C 3.9552 -2.7018 1.7236 -0.117 0.134 -0.138 -1.161
C 5.0652 -3.0622 0.7251 -0.121 0.020 -0.062 -0.907
C 4.4565 -3.6890 -0.5292 -0.072 0.143 -0.024 -0.858
C 3.6001 -2.6514 -1.2954 0.114 -0.046 0.163 -0.534
C 3.1006 -1.5259 -0.3793 0.008 -0.195 0.107 0.065
C 2.7624 0.1467 2.9548 0.122 0.319 -0.017 0.484
C 2.0164 1.3773 3.5363 0.003 -0.033 -0.123 -1.833
C 1.7396 2.4808 2.5057 0.200 -0.110 0.010 0.626
C 3.0189 2.8984 1.7763 -0.076 -0.050 -0.083 -1.469
C 3.6793 1.6796 1.1261 -0.116 0.019 0.268 0.164
C 4.0191 0.6395 2.2025 -0.130 0.008 -0.123 -1.468
C 0.6455 -1.9245 3.0252 -0.058 -0.035 0.378 0.647
C -0.2539 -1.0848 3.9511 0.017 -0.182 -0.019 -0.535
C -1.4098 -1.9451 4.5010 0.136 -0.102 -0.039 -0.230
C -0.9983 -3.4216 4.6563 0.098 0.150 -0.030 -0.877
C 0.4837 -3.5200 5.0142 -0.065 0.075 -0.102 -0.951
C 1.3558 -3.0270 3.8414 -0.122 0.090 0.010 -0.747
H 1.9805 -2.8942 0.8017 0.114 -0.075 0.007 0.639
H 3.6684 -3.6076 2.2528 -0.090 -0.078 0.086 0.428
H 4.3491 -2.0115 2.4752 -0.063 -0.162 -0.022 0.307
H 5.7700 -3.7480 1.1997 0.013 0.025 -0.002 0.537
H 5.6338 -2.1681 0.4437 -0.032 -0.060 0.030 0.334
H 3.8384 -4.5440 -0.2278 0.053 0.053 -0.017 0.331
H 5.2423 -4.0821 -1.1758 -0.032 -0.049 -0.015 0.509
H 2.7413 -3.1374 -1.7691 0.051 -0.007 0.000 0.046
H 4.1902 -2.2116 -2.1041 -0.063 -0.019 0.007 0.518
H 2.2424 -1.0380 -0.8326 0.022 0.106 0.015 -1.263
H 3.8788 -0.7669 -0.2723 -0.026 -0.010 0.063 0.277
H 3.0750 -0.4923 3.7890 0.040 0.014 0.042 1.195
H 2.6506 1.7872 4.3315 0.007 -0.024 -0.003 0.542
H 1.0812 1.0753 4.0038 0.025 0.045 0.025 0.319
H 1.2904 3.3395 3.0159 0.025 -0.049 -0.021 0.594
H 1.0251 2.1130 1.7664 -0.003 0.009 0.019 -0.600
H 3.7211 3.3580 2.4865 -0.050 -0.005 -0.075 0.473
H 2.7861 3.6460 1.0104 0.025 -0.033 0.079 0.422
H 4.5840 1.9694 0.5856 0.004 -0.010 0.034 0.499
H 2.9802 1.2546 0.3989 0.033 0.014 -0.001 -0.228
H 4.6846 1.1055 2.9388 -0.002 -0.019 0.007 0.686
H 4.5689 -0.2006 1.7760 0.004 0.128 -0.041 0.113
H -0.0159 -2.3804 2.2765 -0.023 -0.088 0.005 0.278
H -0.6555 -0.2283 3.4087 0.043 -0.004 0.055 -0.203
H 0.3503 -0.7026 4.7832 -0.055 -0.067 -0.091 0.297
H -2.2746 -1.8675 3.8376 0.078 -0.017 0.055 -0.306
H -1.7183 -1.5488 5.4727 -0.021 0.002 -0.058 0.483
H -1.1723 -3.9631 3.7188 -0.013 0.017 0.060 0.257
H -1.6115 -3.9038 5.4170 -0.043 -0.042 0.002 0.553
H 0.7550 -4.5467 5.2618 0.033 -0.014 0.048 0.530
H 0.6745 -2.9170 5.9083 -0.002 -0.027 -0.044 0.346
H 1.5803 -3.8738 3.1896 0.066 0.019 -0.036 0.206
H 2.3099 -2.6564 4.2306 -0.007 -0.051 -0.040 0.208
```
Forces are in eV/Å.

The maximum force comes out at 0.04827 Eh/bohr. The calculation puts the LUMO energy at -1.11 eV. The value obtained for the highest occupied orbital energy is -0.2722 Eh. As for the relative energy (zero: lowest compared OMol25 entry of this formula, charge and spin): 12.4 kcal/mol. The value obtained for the total energy is -7642.7622 hartree. The total charge is 0. The value obtained for the HOMO-LUMO gap is 6.3 eV.


Below is a structure of composition C47H58IIrN4O4Se, with properties calculated with the ωB97M-V functional and the def2-TZVPD basis.

```
116
Properties=species:S:1:pos:R:3:forces:R:3:mulliken_charge:R:1
Ir 0.2784 -0.0819 -0.2174 -0.558 -0.349 0.606 3.082
C -4.5967 0.2830 -0.4162 -0.008 -0.002 0.025 -0.486
C -4.1360 -0.9481 0.3084 -0.175 0.103 -0.002 0.130
N -5.0267 -1.7401 0.8412 0.185 -0.174 0.088 -0.765
C -4.5970 -2.8454 1.5077 -0.177 0.206 -0.087 -1.146
C -3.2836 -3.1886 1.6315 0.103 -0.027 -0.006 0.887
C -2.9296 -4.4183 2.4279 0.000 -0.005 0.063 -1.161
O -2.1268 -4.1247 3.5769 -0.085 -0.003 -0.056 -0.468
C -2.2902 -2.3444 1.0522 0.194 -0.328 0.044 0.968
C -0.9072 -2.7349 1.2239 -0.205 0.122 0.070 -1.433
N 0.1507 -2.0685 0.9192 0.434 -0.049 -0.126 -0.084
C 1.3775 -2.5234 1.4791 -0.119 0.015 0.069 -0.102
C 1.4337 -2.9991 2.7901 -0.048 -0.004 0.023 -0.110
C 2.6452 -3.3524 3.3658 -0.019 0.000 -0.003 -0.969
C 3.8277 -3.2260 2.6520 -0.028 0.014 -0.051 -0.725
C 3.7931 -2.7457 1.3491 -0.040 -0.044 0.088 -0.475
C 2.5766 -2.4001 0.7865 0.074 0.018 -0.068 -0.016
I 2.5091 -1.6776 -1.1576 0.226 -0.072 -0.277 0.194
C -2.7128 -1.1768 0.3939 0.124 0.201 -0.054 0.044
O -1.9522 -0.2897 -0.1479 -0.044 0.012 -0.046 -0.454
H -5.6831 0.2815 -0.4736 0.009 0.003 0.006 0.495
H -4.1684 0.3298 -1.4198 -0.007 -0.031 0.008 0.199
H -4.2577 1.1878 0.0993 -0.001 -0.045 -0.001 -0.201
H -5.3690 -3.4619 1.9533 -0.022 0.018 -0.022 0.349
H -2.3565 -5.1378 1.8426 0.042 0.022 -0.025 0.395
H -3.8528 -4.9184 2.7259 -0.013 -0.033 -0.002 0.407
H -2.6757 -3.6286 4.1934 0.036 0.017 0.006 0.321
H -0.7490 -3.6847 1.7282 -0.059 0.013 0.041 0.944
H 0.5139 -3.0751 3.3592 0.039 -0.002 0.027 0.602
H 2.6612 -3.7191 4.3837 0.000 0.000 -0.008 0.434
H 4.7743 -3.4950 3.1013 -0.013 0.005 -0.001 0.426
H 4.7054 -2.6424 0.7767 -0.017 0.003 0.000 0.501
C 4.5577 2.8426 6.2586 0.035 0.027 0.011 -2.141
C 3.1307 2.3590 6.0087 -0.053 -0.021 -0.041 2.116
C 2.1509 3.3980 6.5789 0.001 0.019 0.010 -1.651
C 2.9327 1.0157 6.7341 -0.005 0.001 0.010 -1.582
C 2.8373 2.1458 4.5336 -0.111 -0.008 -0.055 -0.663
C 1.5304 1.7272 4.1498 0.265 0.164 0.149 -0.446
C 1.2338 1.4403 2.8591 0.242 0.011 -0.248 -0.194
Se -0.4754 0.6815 2.4621 0.034 -0.053 -0.161 0.044
C -1.5404 2.1111 1.7537 0.068 0.070 -0.275 0.238
C -2.6008 2.5023 2.4973 -0.260 0.193 -0.050 -0.881
C -3.5741 3.4051 1.9736 0.098 -0.052 0.022 -0.390
C -3.3642 3.9397 0.7032 -0.038 -0.021 0.121 -0.251
C -2.2987 3.6086 -0.1123 0.123 -0.088 0.144 -0.181
C -1.3600 2.6008 0.3816 0.016 -0.002 0.043 0.990
O -0.4527 2.1562 -0.3484 0.026 0.103 -0.129 -0.976
C -2.2142 4.2845 -1.4830 0.036 -0.049 0.076 2.024
C -2.1129 5.8022 -1.2501 -0.042 0.043 -0.024 -1.804
C -1.0361 3.8739 -2.3713 0.004 0.026 0.002 -2.164
C -3.5020 3.9628 -2.2600 -0.029 -0.019 -0.058 -1.576
C -4.8055 3.7169 2.8066 0.064 -0.040 -0.003 2.039
C -5.7534 4.6942 2.1131 -0.007 0.025 -0.009 -2.124
C -5.5602 2.3983 3.0548 -0.006 -0.005 0.035 -1.623
C -4.3667 4.3232 4.1483 -0.019 0.014 0.038 -1.729
C 2.2732 1.5073 1.8336 -0.012 0.144 0.047 0.855
O 2.0947 1.0717 0.6764 -0.042 -0.116 -0.081 -0.967
C 3.5686 2.0895 2.1976 -0.205 -0.075 0.076 -0.443
C 3.7986 2.3420 3.5320 -0.104 0.054 0.090 -0.287
C 4.6326 2.3345 1.1360 -0.051 -0.058 0.026 2.292
C 5.8148 3.1176 1.7118 0.077 0.017 -0.016 -2.351
C 5.1561 0.9774 0.6335 0.018 0.005 -0.026 -1.218
C 4.0603 3.1529 -0.0355 0.005 0.030 0.015 -1.552
H 4.7071 2.9748 7.3308 0.004 -0.007 -0.013 0.445
H 4.7533 3.8038 5.7788 -0.013 -0.009 0.007 0.419
H 5.2993 2.1217 5.9089 -0.011 0.003 0.005 0.423
H 2.3740 3.5642 7.6341 -0.008 -0.001 -0.011 0.473
H 1.1131 3.0699 6.5097 0.014 -0.005 -0.003 0.328
H 2.2417 4.3531 6.0579 0.014 -0.014 0.005 0.367
H 3.1200 1.1474 7.8014 0.001 -0.008 -0.015 0.450
H 3.6253 0.2616 6.3552 -0.004 0.015 0.005 0.366
H 1.9175 0.6332 6.6169 0.012 0.018 0.006 0.337
H 0.7579 1.6279 4.9007 0.028 -0.022 0.026 0.576
H -2.7230 2.1040 3.4960 -0.039 -0.001 -0.013 0.540
H -4.0845 4.6506 0.3273 -0.019 -0.013 0.014 0.541
H -1.2119 6.0518 -0.6866 -0.004 -0.014 -0.007 0.395
H -2.9730 6.1973 -0.7079 0.021 -0.006 -0.017 0.312
H -2.0617 6.3113 -2.2143 -0.006 0.006 0.018 0.484
H -0.0715 4.0907 -1.9135 -0.018 -0.003 0.016 0.399
H -1.1115 4.4474 -3.2985 0.024 -0.008 0.013 0.584
H -1.0651 2.8159 -2.6198 -0.017 -0.012 -0.008 0.280
H -4.4026 4.2796 -1.7341 0.012 0.007 -0.001 0.313
H -3.5791 2.8894 -2.4505 0.005 0.032 0.016 0.206
H -3.4795 4.4800 -3.2212 -0.004 -0.019 0.003 0.505
H -6.1276 4.2958 1.1679 0.007 -0.003 0.009 0.416
H -5.2802 5.6600 1.9233 0.004 -0.018 0.008 0.401
H -6.6150 4.8723 2.7576 0.007 -0.001 -0.007 0.460
H -5.8747 1.9404 2.1150 0.008 0.011 0.004 0.332
H -6.4516 2.5980 3.6525 0.012 -0.011 -0.009 0.478
H -4.9518 1.6715 3.5960 -0.009 0.022 -0.010 0.351
H -3.8387 5.2670 3.9988 -0.007 -0.011 -0.008 0.395
H -3.7140 3.6539 4.7104 -0.017 -0.001 -0.009 0.305
H -5.2469 4.5191 4.7629 0.012 0.006 0.000 0.474
H 4.7658 2.7193 3.8229 -0.018 -0.019 0.026 0.627
H 6.3790 2.5381 2.4456 -0.026 0.006 -0.001 0.404
H 5.4977 4.0545 2.1750 0.006 0.000 -0.031 0.462
H 6.5005 3.3647 0.9006 0.002 -0.013 0.009 0.451
H 5.5971 0.4075 1.4550 -0.012 0.008 -0.009 0.342
H 5.9318 1.1437 -0.1176 -0.008 0.005 0.021 0.525
H 4.3628 0.3861 0.1827 -0.008 0.001 -0.012 -0.159
H 3.7248 4.1350 0.3066 -0.003 -0.018 0.007 0.372
H 3.2299 2.6525 -0.5265 0.008 -0.023 0.020 0.060
H 4.8508 3.3111 -0.7715 -0.009 0.007 0.009 0.511
N -1.4987 -0.4566 -6.3564 0.001 -0.006 0.083 -0.447
C -1.0906 -0.4069 -5.0639 -0.041 -0.011 -0.169 0.973
C -0.1142 0.5041 -4.6408 0.023 0.016 0.034 -0.549
C 0.2590 0.5166 -3.3184 -0.001 0.015 0.021 -0.668
N -0.2615 -0.2963 -2.3894 0.088 0.193 -0.160 -0.009
C -1.1902 -1.1726 -2.7946 0.034 -0.018 -0.023 -0.576
C -1.6255 -1.2657 -4.0943 -0.016 -0.025 0.045 -0.936
H -1.0976 0.1469 -7.0495 0.007 0.000 0.005 0.195
H -2.1871 -1.1221 -6.6552 0.009 0.001 0.006 0.191
H 0.3423 1.1947 -5.3378 0.001 -0.006 0.011 0.378
H 1.0096 1.2168 -2.9708 -0.005 0.001 0.010 0.439
H -1.5941 -1.8245 -2.0327 -0.009 -0.001 0.003 0.492
H -2.3760 -1.9996 -4.3574 0.007 0.006 0.005 0.383
```
Forces are in eV/Å.

The multiplicity is 6. The maximum force comes out at 0.01739 Eh/bohr. The calculation puts the LUMO energy (spin up / spin down) at -2.20 / -4.49 eV. The value obtained for the highest occupied orbital energy (spin up / spin down) is -0.3518 / -0.3519 Eh. As for the relative energy (zero: lowest compared OMol25 entry of this formula, charge and spin): 10.3 kcal/mol. The value obtained for the total energy is -5148.9304 hartree. The total charge is +1. The value obtained for the HOMO-LUMO gap (spin up / spin down) is 7.4 / 5.1 eV.